Record 1
{"formula": "C36H31N3O4", "method": "the ωB97M-V functional and the def2-TZVPD basis", "max_force_ev_per_a": 3.564, "total_energy_ev": -50491.2418, "e_lumo_ev": -1.9, "gap_ev": 3.3161, "symbols": ["C", "O", "C", "C", "C", "C", "C", "O", "C", "C", "N", "C", "C", "C", "C", "C", "C", "C", "C", "C", "C", "O", "N", "C", "C", "C", "H", "H", "H", "H", "H", "H", "H", "H", "H", "H", "H", "H", "H", "H", "H", "H", "H", "H", "H", "H", "H", "C", "C", "C", "C", "C", "C", "O", "C", "C", "C", "C", "C", "C", "C", "N", "C", "C", "H", "H", "H", "H", "H", "H", "H", "H", "H", "H"], "positions_angstrom": [[0.47823, 2.87685, 6.18313], [0.86989, 1.62643, 5.59097], [1.97519, 1.59956, 4.81383], [2.78604, 2.71010, 4.48824], [3.88736, 2.49987, 3.65451], [4.19397, 1.25238, 3.12500], [3.38416, 0.14972, 3.45632], [3.50368, -1.10861, 2.96949], [4.54201, -1.39900, 2.02024], [2.29638, 0.33979, 4.30964], [1.49005, -0.79514, 4.64296], [0.14372, -0.90253, 4.47327], [-0.58275, -0.03456, 3.53859], [-2.03911, -0.06139, 3.62193], [-2.84278, 0.17238, 2.54345], [-4.29014, 0.06636, 2.66865], [-5.09763, 0.26959, 1.52008], [-6.46297, -0.00131, 1.54959], [-7.07174, -0.43939, 2.73259], [-6.31356, -0.55372, 3.90303], [-4.94484, -0.27507, 3.88392], [0.02725, 0.65407, 2.69985], [-0.19793, -2.13077, 4.93909], [-1.50888, -2.74848, 4.92033], [0.93040, -2.76091, 5.44894], [1.97385, -1.94311, 5.25319], [-0.38703, 2.62907, 6.78959], [1.26925, 3.27462, 6.83018], [0.20026, 3.60708, 5.41112], [2.56372, 3.70338, 4.89182], [4.52440, 3.34971, 3.41755], [5.02622, 1.12670, 2.43128], [4.43026, -2.45538, 1.79273], [4.41337, -0.80860, 1.10656], [5.52923, -1.21603, 2.45893], [-2.42582, -0.26205, 4.62164], [-2.44348, 0.48811, 1.57911], [-4.59242, 0.60528, 0.61029], [-7.04358, 0.12586, 0.64223], [-8.14020, -0.65704, 2.75326], [-6.78082, -0.84412, 4.84040], [-4.37145, -0.33492, 4.81607], [-1.35706, -3.82636, 5.03202], [-2.15396, -2.38842, 5.73627], [-2.02305, -2.57096, 3.97034], [0.89315, -3.75116, 5.85627], [3.01578, -2.07321, 5.46565], [-3.34066, -4.94170, -3.03645], [-1.96042, -4.73268, -2.88983], [-1.48488, -3.43722, -2.69912], [-2.37171, -2.33050, -2.62069], [-1.84359, -0.98217, -2.45070], [-0.60845, -0.56188, -3.12331], [-0.07910, 0.52405, -2.87380], [0.02005, -1.42441, -4.23880], [-0.70675, -2.01760, -5.28610], [-0.06532, -2.84552, -6.22085], [1.32100, -3.04020, -6.13986], [2.07133, -2.33778, -5.18722], [1.41587, -1.49858, -4.27972], [-2.64981, 0.03042, -1.91391], [-3.36652, 0.86297, -1.50435], [-3.77056, -2.57557, -2.74785], [-4.24494, -3.86757, -2.97888], [-3.71530, -5.95614, -3.17548], [-1.24521, -5.56490, -2.91662], [-0.40580, -3.26150, -2.62488], [-1.78606, -1.85231, -5.35739], [-0.64578, -3.34558, -7.00554], [1.82606, -3.71386, -6.83194], [3.16125, -2.42994, -5.13177], [1.97836, -0.90259, -3.56025], [-4.45366, -1.71712, -2.74184], [-5.31921, -4.03765, -3.11026]], "mulliken_charge": [-1.0351, -0.3495, 0.8815, -0.7944, -0.9395, -0.7411, 0.7428, -0.3448, -0.9343, 0.1219, 0.5701, -0.0088, 0.8963, -1.3668, -0.0773, 0.7850, -0.4392, -0.5954, -0.3619, -0.6027, -0.3967, -0.6180, 0.1839, -0.8119, -0.8398, -0.2419, 0.2617, 0.3810, 0.4047, 0.4024, 0.3759, 0.4120, 0.2647, 0.3826, 0.3716, 0.5757, 0.5688, 0.4484, 0.4242, 0.3678, 0.3776, 0.2701, 0.3078, 0.2993, 0.4178, 0.4602, 0.5278, -0.4013, -0.6522, -0.0036, 0.4622, 0.0586, -0.0058, -0.7332, -0.0033, 0.0916, -0.5662, -0.3813, -0.4658, -0.4126, 0.1060, -0.7807, -0.5527, -0.5102, 0.3441, 0.3623, 0.4462, 0.4072, 0.3653, 0.3606, 0.3456, 0.3977, 0.3744, 0.3624]}



Record 2
{"formula": "C3H3N3O", "method": "the ωB97M-V functional and the def2-TZVPD basis", "max_force_ev_per_a": 1.217, "total_energy_ev": -9676.5805, "e_lumo_ev": 0.2, "gap_ev": 11.1218, "symbols": ["O", "C", "N", "C", "N", "C", "N", "H", "H", "H"], "positions_angstrom": [[-1.89388, -1.09408, -1.50769], [-1.54475, -0.60599, -0.46664], [-0.20741, -0.48089, -0.03042], [0.86931, -0.07458, -0.77686], [1.65719, 0.67567, -0.06102], [1.02257, 0.70954, 1.15792], [-0.08871, 0.04055, 1.22667], [-2.19067, -0.14259, 0.28118], [1.01889, -0.33339, -1.81970], [1.35745, 1.30575, 1.99656]], "nbo_charge": [-0.5052, 0.5586, -0.2864, 0.2184, -0.4561, 0.1579, -0.2715, 0.1482, 0.2282, 0.2079]}



Record 3
{"formula": "C3H3IrO4", "method": "the ωB97M-V functional and the def2-TZVPD basis", "max_force_ev_per_a": 8.458, "spin_multiplicity": 6, "total_charge": 3, "total_energy_ev": -14139.5044, "e_lumo_ev": [-15.4, -20.0], "gap_ev": [9.9692, 5.6321], "s_squared": 8.77, "symbols": ["O", "C", "C", "H", "H", "H", "O", "C", "O", "O", "Ir"], "positions_angstrom": [[-3.64438, 0.17309, 0.42964], [-2.49922, 0.34445, 0.16376], [-1.62644, -0.68168, -0.55030], [-1.47747, 0.79972, 1.00304], [-1.57517, -1.54253, 0.13286], [-2.05643, -0.96654, -1.51801], [-0.31802, -0.14708, -0.82982], [0.54090, 0.17140, 0.08236], [0.08171, 0.70369, 1.16680], [1.69036, 0.49110, -0.24298], [3.30296, -0.10690, -0.45444]], "mulliken_spin": [0.7104, 0.0477, 0.1443, 0.1661, -0.0096, 0.0063, 0.0929, -0.0242, 0.8798, 0.2113, 2.7750]}



> What is the formula in the second record?

C3H3N3O